[1]
DFT (wB97M-V/def2-TZVPD) results for a molecular structure, C14H10Cl5NZr at a distorted geometry.

CARTESIAN COORDINATES (ANGSTROEM)
C 0.86949 0.69045 -2.07758
C 1.70925 -0.36146 -1.60788
C 2.35228 0.08978 -0.42003
C 1.89623 1.40947 -0.14524
C 0.97734 1.78212 -1.17165
Zr 0.00000 0.00000 0.00000
C -0.92090 -1.73061 -0.79129
C -1.93400 -0.70502 -1.20595
C -2.71924 -0.75102 -2.32032
N -1.84810 0.39926 -0.32236
H 3.03876 -0.49299 0.19685
H 1.83449 -1.33723 -2.07716
H 2.17713 2.01991 0.71483
H 0.43736 2.72857 -1.23984
H 0.19987 0.63400 -2.93854
H -0.59877 -2.41726 -1.58434
H -2.50332 1.15982 -0.51633
H -1.22309 -2.26310 0.12901
H -2.75116 -1.65171 -2.93980
H -3.38647 0.07969 -2.58102
Cl 2.17747 -0.03916 2.68043
C 0.57887 -0.54087 3.17534
C -0.48196 -0.60473 2.24042
C -1.76226 -1.00457 2.71940
Cl -3.17780 -1.11958 1.68080
C -1.94742 -1.32745 4.08072
Cl -3.53719 -1.82214 4.67759
C -0.87667 -1.25730 4.98001
Cl -1.11671 -1.65679 6.68514
C 0.38541 -0.86407 4.52849
Cl 1.73191 -0.76855 5.67178

Calculated values
LUMO energy = -0.30 eV
Highest occupied orbital energy = -8.11 eV
Frontier orbital gap = 7.8 eV

Mulliken population analysis, charges in e, atoms 1 to 6:
1. C -0.396
2. C -0.389
3. C -0.570
4. C -0.450
5. C -0.344
6. Zr 0.781



[2]
DFT (wB97M-V/def2-TZVPD) results for a molecular structure, C36H28ClIrO5P2S at a distorted geometry.

CARTESIAN COORDINATES (ANGSTROEM)
Ir -0.02130 -0.92870 -0.28870
O 0.50460 2.75870 0.67920
S -0.10750 1.75240 -0.15910
C -1.84740 2.18930 -0.39360
C -2.24830 3.47430 -0.07400
C -3.56970 3.83930 -0.27370
C -4.46160 2.92130 -0.80630
C -4.04960 1.63910 -1.13300
C -2.73520 1.23980 -0.89710
P -2.18290 -0.46650 -1.27960
C -3.22440 -1.70350 -0.43000
C -2.51120 -2.81390 0.03600
C -3.13850 -3.82290 0.73910
C -4.51660 -3.77930 0.90500
C -5.23990 -2.70380 0.41040
C -4.60250 -1.65790 -0.24060
C -2.54000 -0.61130 -3.05690
C -2.34430 0.49410 -3.88910
C -2.63510 0.39920 -5.23630
C -3.09270 -0.80060 -5.76690
C -3.26220 -1.90800 -4.94670
C -2.97820 -1.82180 -3.59550
C 0.51150 2.07950 -1.85480
C 0.08280 3.15980 -2.60220
C 0.62640 3.37080 -3.86250
C 1.58480 2.50350 -4.36160
C 2.02450 1.42770 -3.60800
C 1.50380 1.22270 -2.33250
P 2.06030 -0.13410 -1.24810
C 3.15280 -1.16680 -2.24490
C 2.56180 -2.02760 -3.17390
C 3.36070 -2.80520 -3.98930
C 4.74300 -2.74680 -3.86600
C 5.32570 -1.90200 -2.93080
C 4.53770 -1.12060 -2.10460
C 3.05250 0.64410 0.05390
C 3.27310 -0.11060 1.21320
C 4.04570 0.40230 2.24190
C 4.62680 1.65450 2.10460
C 4.41430 2.40070 0.95010
C 3.60410 1.91760 -0.06580
H -1.51910 4.16500 0.32580
H -3.89180 4.83840 -0.02710
H -5.48790 3.20690 -0.97150
H -4.74430 0.95080 -1.58650
H -1.44350 -2.89360 -0.19160
H -2.55370 -4.62740 1.15530
H -5.02220 -4.58860 1.40820
H -6.31260 -2.67650 0.53370
H -5.18540 -0.82460 -0.59920
H -1.98390 1.42610 -3.47510
H -2.51080 1.26260 -5.87310
H -3.31160 -0.87140 -6.82120
H -3.62090 -2.83790 -5.36300
H -3.10950 -2.68520 -2.95920
H -0.66290 3.83390 -2.21190
H 0.29620 4.21190 -4.45110
H 2.00620 2.67230 -5.33890
H 2.77700 0.75760 -3.99640
H 1.48180 -2.08130 -3.23740
H 2.91040 -3.46550 -4.71290
H 5.36550 -3.36860 -4.49070
H 6.39950 -1.85110 -2.84760
H 4.99430 -0.47210 -1.37160
H 2.85630 -1.10280 1.30210
H 4.18550 -0.18380 3.13740
H 5.24930 2.04780 2.89320
H 4.88910 3.36140 0.83510
H 3.43130 2.51520 -0.94910
O 1.83970 -2.69110 2.75800
Cl 0.71560 -2.68460 1.94990
O 0.11360 -1.33560 1.93830
O -0.26010 -3.61630 2.27130
O 1.10570 -2.84540 0.54680

Calculated values
Energy relative to the best compared isomer or geometry (same formula, charge and spin) = 365.08 kJ/mol
LUMO energy (spin up / spin down) = -8.16 / -8.55 eV
Highest occupied orbital energy (spin up / spin down) = -14.41 / -14.62 eV
Frontier orbital gap (spin up / spin down) = 6.3 / 6.1 eV
Charge = +2

Mulliken population analysis, charges in e, atoms 1 to 6:
1. Ir 2.055
2. O -0.611
3. S 0.931
4. C 0.364
5. C -0.498
6. C -0.770



[3]
DFT (wB97M-V/def2-TZVPD) results for a molecular structure, C17H28N6S4Tl.

CARTESIAN COORDINATES (ANGSTROEM)
Tl 0.11972 -0.44920 0.01277
C 1.14009 -2.93577 1.65381
C 2.45476 -2.51763 0.94441
N 2.26699 -1.59702 -0.19974
C 2.34219 -2.24992 -1.53491
C 1.23485 -1.84655 -2.50581
N -0.10805 -1.85680 -1.89873
C -0.71519 -3.15190 -1.56161
C -0.18903 -3.74889 -0.25839
N -0.05222 -2.75065 0.81584
H 0.99725 -2.33540 2.54690
H 1.23411 -3.97463 1.97495
H 2.99724 -3.40033 0.60783
H 3.09077 -2.03193 1.68331
H 2.94343 -0.84323 -0.15458
H 2.34394 -3.32696 -1.38858
H 3.29127 -2.00546 -2.01301
H 1.28388 -2.50903 -3.37338
H 1.41502 -0.83329 -2.86614
H -0.74179 -1.35808 -2.51107
H -0.55661 -3.87686 -2.36350
H -1.79036 -2.98727 -1.47328
H 0.77852 -4.22092 -0.41113
H -0.87233 -4.54270 0.04548
H -0.88058 -2.74445 1.40280
C 1.50940 -0.04446 3.51936
C 0.13267 0.45119 3.23099
N -0.47467 0.42272 2.05485
C -1.72803 1.01345 2.09389
C -2.07354 1.45843 3.32516
S -0.81477 1.17600 4.43733
C -2.51225 1.12809 0.86495
C -3.65640 1.83553 0.69124
S -4.16693 1.72510 -0.92734
C -2.82858 0.75044 -1.31486
N -2.05353 0.50633 -0.27574
C -2.63038 0.23693 -2.70145
H 2.08790 -0.13058 2.59901
H 1.48063 -1.00818 4.02867
H 2.03328 0.64422 4.18091
H -2.99235 1.93133 3.63329
H -4.21012 2.41075 1.41566
H -3.23503 0.79621 -3.41264
H -2.93869 -0.80900 -2.77363
H -1.58775 0.35164 -3.00425
S 0.97830 1.41935 -1.61861
C 0.68672 2.99396 -1.00481
N 0.73657 4.04294 -1.78061
C 0.43621 5.35345 -1.18222
C 0.57362 5.17467 0.33095
S 0.37012 3.38209 0.64190
H 0.91774 3.95550 -2.77369
H -0.57126 5.65213 -1.47209
H 1.13848 6.09428 -1.55796
H -0.19081 5.71805 0.87892
H 1.55561 5.46229 0.69859

Calculated values
Energy relative to the best compared isomer or geometry (same formula, charge and spin) = 0.00 kJ/mol
LUMO energy = -9.49 eV
Highest occupied orbital energy = -17.19 eV
Frontier orbital gap = 7.7 eV
Charge = +3

Mulliken population analysis, charges in e, atoms 1 to 6:
1. Tl 1.801
2. C -0.538
3. C -0.952
4. N -0.328
5. C -0.727
6. C -0.927



[4]
DFT (wB97M-V/def2-TZVPD) results for a single C3H7NOS molecule at a distorted geometry.

CARTESIAN COORDINATES (ANGSTROEM)
C -3.12455 -0.60947 -0.05054
N -1.84621 -0.34298 0.12422
O -1.22602 0.59728 -0.58145
C 0.02844 0.71021 -0.02828
S 1.05975 -0.65673 -0.49799
C 2.67778 -0.15051 0.11861
H -3.37039 -1.43801 0.62437
H -3.77672 -0.15651 -0.86632
H 0.02923 0.85549 1.02585
H 0.27551 1.65093 -0.44897
H 3.29943 -1.02619 -0.38608
H 2.93530 -0.12922 1.26905
H 3.03845 0.69569 -0.30248

Calculated values
Energy relative to the best compared isomer or geometry (same formula, charge and spin) = 394.79 kJ/mol
LUMO energy = 1.00 eV
Highest occupied orbital energy = -8.64 eV
SMILES string = C=NOCSC
Frontier orbital gap = 9.6 eV

Mulliken population analysis, charges in e, atoms 1 to 6:
1. C -0.312
2. N -0.479
3. O -0.114
4. C -0.260
5. S -0.069
6. C -0.814



no.,M (g mol⁻¹),calculated total energy (eV)
1,460.7,-80061.0542
2,862.3,-92773.7806
3,649.1,-75034.6239
4,105.2,-17593.8376